Record 1
268
Properties=species:S:1:pos:R:3:mulliken_charge:R:1 method="wB97M-V/def2-TZVPD" smiles="CCOP(=O)(OCC)OCC.CCOP(=O)(OCC)OCC.CCOP(=O)(OCC)OCC.CCOP(=O)(OCC)OCC.CCOP(=O)(OCC)OCC.CCOP(=O)(OCC)OCC.CCOP(=O)(OCC)OCC.CCOP(=O)(OCC)OCC.O=S1(=O)CCCC1.O=S1(=O)CCCC1.O=S1(=O)CCCC1.O=S1(=O)CCCC1" largest_force_ev_per_a=4.98 e_tot_ha=-9863.443413 e_homo_ha=-0.37062
C 6.27498 -2.30683 4.70566 -1.304
C 5.84250 -0.91464 5.19116 0.141
O 4.55196 -0.88285 5.84396 -0.322
P 4.19534 0.17220 7.07027 0.343
O 2.77497 0.20078 7.50181 -0.737
O 5.15313 -0.29392 8.28289 -0.217
C 5.99313 0.68124 8.95858 0.135
C 6.32732 -0.14171 10.22709 -1.290
O 4.89037 1.53491 6.60622 0.254
C 4.06393 2.57832 6.25200 -0.345
C 4.76354 3.89508 5.92838 -1.135
H 7.21016 -2.26053 4.14763 0.361
H 6.39204 -2.83795 5.65028 0.341
H 5.54251 -2.84008 4.09965 0.305
H 6.60752 -0.44683 5.81084 0.191
H 5.77528 -0.24847 4.33104 0.263
H 6.89991 0.81347 8.36836 0.158
H 5.54065 1.65755 9.13230 0.304
H 6.82774 0.46110 10.98492 0.392
H 5.40880 -0.59142 10.60416 0.320
H 7.02513 -0.92218 9.92374 0.310
H 3.44275 2.28200 5.40676 0.342
H 3.35383 2.83495 7.03814 0.322
H 5.49628 4.22262 6.66589 0.262
H 5.32817 3.90173 4.99604 0.238
H 4.01734 4.68644 5.85735 0.359
C -3.95472 -10.92578 3.85418 -1.309
C -2.49637 -10.69663 3.51001 -0.208
O -2.26290 -9.41599 3.14143 -0.215
P -0.96467 -9.01702 2.28998 0.814
O -0.91700 -9.52924 0.90881 -0.683
O -0.86340 -7.38656 2.43026 -0.218
C -1.53693 -6.46184 1.63386 -0.086
C -2.18935 -5.48746 2.59266 -1.181
O 0.27293 -9.46671 3.31029 -0.367
C 1.60266 -9.38060 2.86964 -0.317
C 2.06131 -7.96787 2.40474 -0.919
H -4.54482 -11.08316 2.95134 0.317
H -4.13850 -11.88739 4.33339 0.405
H -4.34053 -10.17254 4.54112 0.310
H -1.86342 -10.89291 4.37543 0.298
H -2.12968 -11.43428 2.79622 0.383
H -0.84390 -5.93909 0.97467 0.259
H -2.23792 -6.93044 0.94311 0.246
H -1.43296 -4.92844 3.14353 0.281
H -2.93364 -4.85944 2.10304 0.394
H -2.81150 -6.02856 3.30557 0.298
H 2.26129 -9.67794 3.68567 0.315
H 1.65387 -10.13714 2.08662 0.304
H 2.21063 -7.22858 3.19167 0.252
H 3.03830 -8.11542 1.94451 0.387
H 1.41104 -7.58980 1.61587 0.242
C -1.41990 5.54130 7.46271 -0.846
C -1.35208 4.92242 6.02892 -0.211
O -0.29734 5.55296 5.24340 -0.235
P -0.43196 6.71105 4.09344 0.933
O 0.80169 6.89036 3.35566 -0.699
O -1.03357 7.92895 4.95454 -0.317
C -0.17684 8.80292 5.61714 -0.188
C 0.14442 10.02217 4.82157 -1.346
O -1.73489 6.28315 3.24109 -0.319
C -1.99941 6.90623 2.04066 -0.252
C -1.36164 6.21868 0.84904 -1.127
H -1.24588 6.60803 7.32164 0.129
H -2.35878 5.43520 8.00618 0.344
H -0.57395 5.16801 8.03989 0.265
H -1.06689 3.87072 6.00253 0.351
H -2.30847 5.10450 5.53875 0.200
H -0.60969 9.20950 6.53116 0.372
H 0.75930 8.34757 5.94023 0.352
H 0.61106 9.82397 3.85665 0.289
H -0.69788 10.63560 4.50166 0.329
H 0.84879 10.67103 5.34209 0.386
H -3.08773 6.96680 2.04194 0.356
H -1.58398 7.90952 2.13515 0.272
H -1.78437 5.25273 0.57274 0.309
H -1.45839 6.83392 -0.04550 0.383
H -0.31185 5.93690 0.93056 0.267
C -10.90025 -3.50554 2.17166 -0.990
C -10.22788 -2.56459 1.13237 -0.435
O -10.06184 -3.14481 -0.15974 -0.234
P -8.74192 -4.05505 -0.39389 0.936
O -7.70868 -4.00299 0.65509 -0.765
O -9.31441 -5.56399 -0.61347 -0.391
C -9.92900 -5.94902 -1.81937 -0.238
C -11.02486 -4.98692 -2.26237 -1.006
O -8.33486 -3.62325 -1.88320 -0.275
C -7.85882 -2.34606 -2.10606 -0.192
C -6.33482 -2.30986 -1.94409 -1.116
H -11.98007 -3.55698 2.03215 0.273
H -10.41510 -4.47049 2.02472 0.267
H -10.79155 -3.28514 3.23360 0.366
H -10.66757 -1.56914 1.07032 0.404
H -9.25864 -2.25498 1.52327 0.333
H -9.11518 -5.83765 -2.53589 0.237
H -10.11192 -7.02350 -1.80733 0.385
H -11.50010 -5.40956 -3.14759 0.412
H -11.72079 -4.86557 -1.43227 0.249
H -10.81977 -4.01017 -2.70054 0.276
H -8.30017 -1.95422 -3.02245 0.387
H -8.26360 -1.75617 -1.28370 0.205
H -5.80881 -1.52671 -2.49005 0.373
H -5.94957 -2.35476 -0.92543 0.304
H -5.81692 -3.17099 -2.36640 0.236
C 8.77179 3.55163 3.97810 -0.901
C 9.77673 3.11502 5.09142 -0.242
O 9.52777 3.95626 6.27769 0.023
P 10.65720 4.82301 7.01325 0.662
O 10.76639 6.25039 6.52101 -0.732
O 10.28785 4.64101 8.60701 -0.239
C 9.08194 5.24368 9.15122 -0.138
C 9.10872 5.28734 10.66749 -1.210
O 12.01388 3.86888 6.83894 -0.345
C 13.19122 4.29081 7.52038 -0.246
C 14.28382 4.68367 6.53350 -1.179
H 9.06192 3.22652 2.97899 0.379
H 7.80904 3.08600 4.18883 0.064
H 8.74710 4.64094 3.94833 0.321
H 9.55814 2.07772 5.34506 0.291
H 10.81282 3.19056 4.76140 0.336
H 8.74054 6.21009 8.78028 0.388
H 8.24787 4.58062 8.92151 0.168
H 8.25607 5.88362 10.99236 0.366
H 9.14084 4.23786 10.96018 0.279
H 9.92443 5.85479 11.11550 0.340
H 12.99206 5.13783 8.17688 0.329
H 13.48614 3.46416 8.16675 0.315
H 14.58231 3.91397 5.82177 0.303
H 13.99955 5.57027 5.96672 0.298
H 15.15827 4.99859 7.10293 0.378
C -1.74910 0.96736 -14.22123 -0.938
C -1.80337 2.07654 -13.20428 -0.430
O -1.97223 1.50273 -11.92945 -0.250
P -0.64688 1.48351 -10.91392 0.648
O 0.44014 2.43336 -11.21374 -0.767
O -1.23566 1.85263 -9.46311 0.109
C -0.34167 2.01969 -8.37592 -0.424
C -1.07337 2.17005 -7.07498 -0.994
O -0.28318 -0.06511 -10.82844 -0.369
C -1.33087 -1.06921 -11.06048 -0.176
C -2.03923 -1.16714 -9.72029 -0.960
H -1.29089 1.39235 -15.11427 0.352
H -1.12714 0.17955 -13.79623 0.238
H -2.73806 0.59909 -14.49407 0.283
H -0.98003 2.77542 -13.35190 0.453
H -2.75698 2.58544 -13.34482 0.232
H 0.26985 1.12246 -8.28050 0.325
H 0.42006 2.75619 -8.63175 0.409
H -1.70283 3.05989 -7.06683 0.163
H -1.61916 1.25986 -6.82644 0.264
H -0.28376 2.33646 -6.34222 0.387
H -2.11223 -0.69300 -11.72082 0.213
H -0.89352 -1.97584 -11.47863 0.391
H -1.36766 -1.37283 -8.88676 0.263
H -2.75634 -0.35730 -9.58601 0.112
H -2.75923 -1.95850 -9.92873 0.453
C -1.58603 -10.23870 -6.30207 -1.303
C -1.46410 -9.03578 -5.39780 0.157
O -2.07245 -7.85357 -5.91469 -0.305
P -2.24965 -6.52908 -4.92691 0.704
O -2.79421 -5.32687 -5.56353 -0.750
O -0.71013 -6.25306 -4.36912 -0.297
C 0.13709 -5.38201 -5.15695 -0.303
C 0.62830 -5.98667 -6.50302 -0.944
O -3.06953 -7.00906 -3.57361 -0.077
C -4.27034 -7.68709 -3.62558 -0.370
C -4.40266 -8.53132 -2.36074 -1.112
H -2.57014 -10.21747 -6.77025 0.327
H -0.75421 -10.26995 -7.00577 0.285
H -1.65300 -11.09274 -5.62810 0.386
H -1.88790 -9.19452 -4.40619 0.126
H -0.44088 -8.74679 -5.15782 0.302
H -0.18019 -4.35896 -5.35893 0.304
H 1.05327 -5.28430 -4.57456 0.338
H 0.55129 -7.07370 -6.47981 0.197
H 0.21326 -5.55717 -7.41481 0.273
H 1.69011 -5.74695 -6.55958 0.387
H -4.95630 -6.84003 -3.63198 0.399
H -4.57474 -8.28693 -4.48327 0.323
H -4.46153 -7.88776 -1.48299 0.236
H -5.34978 -9.05611 -2.48596 0.389
H -3.66132 -9.31644 -2.21210 0.327
C -6.21509 1.63002 -9.30872 -1.287
C -5.66304 2.33836 -8.11299 0.216
O -6.65221 3.25367 -7.71729 -0.230
P -6.36957 4.31944 -6.62937 0.643
O -7.37478 5.38717 -6.36563 -0.785
O -6.01613 3.52663 -5.27012 -0.285
C -5.41720 4.24431 -4.14799 -0.074
C -6.16059 3.89834 -2.87943 -1.217
O -4.94465 5.00216 -7.04291 -0.047
C -4.91087 6.08140 -7.95475 -0.363
C -3.40497 6.39611 -8.26180 -0.955
H -6.60357 2.34669 -10.03230 0.354
H -5.45671 1.08892 -9.87456 0.302
H -7.10864 1.09840 -8.98154 0.334
H -5.40621 1.67584 -7.28644 0.255
H -4.79672 2.94654 -8.37320 0.149
H -4.40726 3.83507 -4.12241 0.247
H -5.37249 5.31360 -4.35469 0.322
H -7.23017 4.06010 -3.01329 0.321
H -6.15387 2.82245 -2.70470 0.274
H -5.70916 4.35502 -1.99865 0.355
H -5.53914 5.88622 -8.82382 0.343
H -5.35679 6.93416 -7.44285 0.322
H -3.37611 7.11711 -9.07876 0.386
H -2.93607 6.87321 -7.40122 0.292
H -2.86471 5.51879 -8.61752 0.140
O 1.38994 -0.98430 -0.99680 -0.626
S 1.06419 0.34793 -0.61675 1.105
O 1.41342 1.47870 -1.43115 -0.614
C -0.72975 0.50630 -0.50071 -0.759
C -1.06828 0.54485 1.04238 -0.740
C 0.08697 1.26036 1.77665 -0.427
C 1.38476 0.66643 1.21992 -0.803
H -1.08913 -0.32381 -1.10887 0.429
H -0.95230 1.47207 -0.95442 0.331
H -2.04519 0.98983 1.23139 0.375
H -1.12468 -0.49927 1.35017 0.316
H -0.06452 1.10927 2.84545 0.370
H 0.01794 2.29539 1.44193 0.211
H 1.56654 -0.32552 1.63355 0.334
H 2.38733 1.08306 1.31671 0.495
O -5.61598 2.12018 7.42613 -0.611
S -5.73840 0.68356 7.22682 1.052
O -7.01410 0.03510 6.87914 -0.649
C -4.43638 0.14412 5.92570 -0.606
C -3.42346 -0.61132 6.82279 -0.746
C -3.41696 -0.23907 8.28986 -0.538
C -4.94867 -0.19252 8.62363 -0.713
H -4.07999 0.96920 5.30899 0.432
H -5.01254 -0.64993 5.45070 0.289
H -3.49795 -1.69676 6.75675 0.337
H -2.44332 -0.48841 6.36201 0.365
H -2.85860 0.68175 8.45845 0.284
H -2.87046 -0.98456 8.86753 0.330
H -5.22420 0.22698 9.59121 0.429
H -5.36390 -1.20013 8.60317 0.346
O 8.35348 -1.45037 -1.67806 -0.641
S 6.86047 -1.50508 -1.68154 0.942
O 6.04470 -0.82782 -0.64720 -0.573
C 6.25655 -1.01776 -3.38094 -0.703
C 6.40926 -2.24254 -4.30268 -0.514
C 6.35839 -3.53751 -3.42816 -0.607
C 6.27892 -3.27379 -1.89915 -0.675
H 6.78031 -0.14407 -3.76882 0.428
H 5.19888 -0.78818 -3.25162 0.346
H 5.49545 -2.22060 -4.89645 0.241
H 7.31524 -2.07530 -4.88520 0.373
H 7.27730 -4.03672 -3.73557 0.220
H 5.58054 -4.17798 -3.84391 0.412
H 6.61823 -3.99337 -1.15405 0.459
H 5.24469 -3.09503 -1.60500 0.294
O 4.48747 7.72260 -3.94871 -0.632
S 3.72942 7.00870 -2.95990 1.085
O 2.33030 6.59251 -3.16981 -0.631
C 4.70382 5.45495 -2.71924 -0.721
C 4.86670 5.27230 -1.12986 -0.586
C 5.04360 6.71370 -0.56450 -0.660
C 3.92822 7.56156 -1.26469 -0.613
H 5.73091 5.61207 -3.04862 0.317
H 4.10168 4.72452 -3.25959 0.414
H 3.99062 4.74742 -0.74897 0.252
H 5.61973 4.52953 -0.86650 0.377
H 5.97414 7.17287 -0.89823 0.280
H 5.05612 6.86738 0.51454 0.379
H 4.04484 8.64454 -1.22410 0.436
H 2.99745 7.40646 -0.71906 0.301

Record 2
118
Properties=species:S:1:pos:R:3:mulliken_charge:R:1 method="wB97M-V/def2-TZVPD" charge=-1 largest_force_ev_per_a=1.34 e_tot_ha=-5199.762155 e_homo_ha=-0.21558 relative_energy_kj_mol=15.6
K 0.19738 -1.02044 -0.61714 0.246
C -0.35537 4.99843 -1.98380 -1.503
C 0.58662 3.87852 -1.70953 0.504
C 1.86540 3.75101 -2.21477 -0.925
C 2.26766 2.45526 -1.84802 -0.414
N 1.30961 1.85869 -1.16140 0.227
N 0.27229 2.74188 -1.05017 0.710
B -0.94136 2.14064 -0.26475 1.456
N -2.24996 1.95254 -1.06112 0.799
N -2.40343 0.72156 -1.61341 0.194
C -3.56327 0.72067 -2.24701 -0.924
C -4.22063 1.94886 -2.06828 -0.385
C -3.34881 2.69819 -1.30006 0.191
C -3.58514 4.03595 -0.69414 -1.378
C -4.01714 -0.51969 -2.98018 2.653
C -3.01883 -0.84053 -4.09838 -1.431
C -4.07501 -1.69446 -2.00027 -1.276
C -5.40344 -0.30325 -3.58578 -2.418
N -1.14080 2.58033 1.21496 1.060
N -1.27439 1.50390 2.02152 -0.374
C -1.33994 1.93683 3.26340 -0.263
C -1.26868 3.34364 3.28880 -0.635
C -1.14119 3.71062 1.96251 0.374
C -0.88798 5.07360 1.42168 -1.431
C -1.35922 0.95369 4.40727 2.677
C -2.01974 1.58248 5.63783 -2.244
C -2.12184 -0.30692 4.00337 -1.717
C 0.09026 0.57658 4.74094 -1.538
C 3.52553 1.71597 -2.24254 2.635
C 3.20229 0.82895 -3.44776 -1.601
C 4.62414 2.71210 -2.63215 -2.294
C 4.03266 0.84989 -1.08963 -1.295
H 0.18144 5.80654 -2.48154 0.414
H -1.15941 4.67015 -2.64726 0.234
H -0.80487 5.41522 -1.08850 0.096
H 2.39866 4.47902 -2.80200 0.399
H -0.54974 1.04807 -0.11643 -1.521
H -5.19374 2.24518 -2.41922 0.564
H -4.51647 4.45412 -1.07680 0.414
H -3.66411 3.96319 0.39333 0.203
H -2.79309 4.74117 -0.92778 0.070
H -2.02306 -1.00641 -3.69408 0.097
H -3.32576 -1.73976 -4.63891 0.374
H -2.95864 -0.01443 -4.81007 0.382
H -3.09421 -1.87868 -1.57232 0.002
H -4.78139 -1.49071 -1.19147 0.387
H -4.39670 -2.60318 -2.51770 0.394
H -5.38906 0.50745 -4.31715 0.439
H -5.73640 -1.21010 -4.09480 0.429
H -6.14087 -0.05560 -2.81915 0.416
H -1.26926 4.00263 4.14004 0.316
H -0.98869 5.80843 2.22121 0.484
H 0.11948 5.16045 1.00450 0.217
H -1.60011 5.34323 0.64463 0.072
H -3.04009 1.90044 5.41565 0.420
H -2.05682 0.86088 6.45668 0.458
H -1.46202 2.45282 5.98792 0.337
H -3.16211 -0.07672 3.76759 0.339
H -1.66448 -0.76404 3.12717 0.173
H -2.10298 -1.02995 4.82326 0.456
H 0.66799 1.46319 5.01326 0.327
H 0.11870 -0.11968 5.58373 0.479
H 0.58015 0.10907 3.88376 0.152
H 2.79606 1.42258 -4.26900 0.400
H 4.10419 0.32197 -3.79995 0.433
H 2.46693 0.07013 -3.18123 0.128
H 4.33867 3.29845 -3.50709 0.358
H 4.83876 3.40119 -1.81360 0.424
H 5.54323 2.17594 -2.87647 0.430
H 3.25970 0.17466 -0.72825 -0.001
H 4.88181 0.24634 -1.42121 0.502
H 4.36005 1.46926 -0.25394 0.133
C 1.05489 -3.93168 3.86420 -0.728
C 2.31617 -3.18107 3.61673 0.547
N 2.33145 -1.92712 3.30388 0.007
C 3.61267 -1.45923 3.16946 0.134
C 4.59393 -2.39280 3.35947 -0.734
S 3.88001 -3.90414 3.73263 -0.298
C 3.83041 -0.03808 2.89906 0.027
C 5.02198 0.61691 3.05169 -0.773
S 4.80030 2.28132 2.70523 -0.312
C 3.13383 1.97857 2.36193 0.085
N 2.77671 0.74368 2.50489 0.499
C 2.19409 3.04465 1.94439 -0.343
H 0.23480 -3.32340 3.49479 -0.160
H 0.91721 -4.11547 4.93210 0.377
H 1.04743 -4.89115 3.34608 0.367
H 5.65744 -2.26039 3.27219 0.425
H 5.96472 0.21272 3.37359 0.448
H 2.16763 3.85494 2.67765 0.580
H 1.20637 2.59896 1.87437 -0.487
H 2.46235 3.45469 0.96853 0.141
F -2.25419 -4.88255 -3.44395 -0.183
C -0.93808 -5.08232 -3.54318 0.366
F -0.64200 -5.26056 -4.82554 -0.212
F -0.63906 -6.20361 -2.88022 -0.228
S -0.04129 -3.59262 -2.85290 0.949
O -0.91838 -3.07934 -1.83450 -0.472
O 0.20123 -2.75965 -3.98721 -0.661
N 1.23722 -4.28731 -2.24051 -0.572
S 2.48782 -3.39086 -1.87033 1.096
O 3.31094 -4.08669 -0.93675 -0.730
O 2.11471 -2.02698 -1.61562 -0.430
C 3.52640 -3.34355 -3.41534 0.514
F 3.49394 -4.52937 -4.03035 -0.235
F 3.09896 -2.41325 -4.26362 -0.197
F 4.79493 -3.07494 -3.10547 -0.241
C -1.47993 -5.96830 0.29050 -1.132
N -0.66843 -4.86194 0.74210 0.071
C -1.17702 -3.62041 1.00110 -0.105
N -2.54358 -3.52126 1.12277 -0.478
O -0.44920 -2.65024 1.16005 -0.242
H -0.83138 -6.81603 0.08193 0.360
H -2.03224 -5.73847 -0.62734 0.297
H -2.18472 -6.26862 1.06887 0.330
H 0.27852 -4.81726 0.39595 0.306
H -3.11712 -4.13298 0.56481 0.270
H -2.85188 -2.56076 1.14309 0.249